No. 1
DFT (ωB97M-V with the def2-TZVPD basis set) results for C5H11CdO3 as an isolated structure in a non-equilibrium geometry.

As for the LUMO energy (alpha / beta): 0.1428 / -2.0249 eV. The multiplicity is 2. The total energy is -16064.2439 eV. The calculation puts the gap between HOMO and LUMO (alpha / beta) at 6.66 / 3.80 eV.

CARTESIAN COORDINATES (ANGSTROEM)
C 0.11 1.75 -0.77
O -0.42 0.56 -0.13
C -0.27 -0.67 -0.82
C 1.17 -1.14 -0.80
O 1.59 -1.06 0.56
C 2.81 -1.73 0.85
H 0.81 2.25 -0.08
H 0.63 1.46 -1.71
H -0.64 -0.58 -1.85
H -0.91 -1.39 -0.28
H 1.82 -0.49 -1.40
H 1.24 -2.16 -1.18
H 2.67 -2.28 1.79
H 3.07 -2.43 0.04
H 3.62 -0.99 0.97
Cd 0.58 0.35 1.72
O -1.73 3.25 -0.10
C -1.00 2.83 -1.14
H -0.38 3.62 -1.65
H -1.60 2.39 -1.99

***

No. 2
DFT (ωB97M-V with the def2-TZVPD basis set) results for a 4-piece molecular cluster, C2H10O4 overall.

As for the LUMO energy: 0.7352 eV. The total energy is -10425.8900 eV. The calculation puts the gap between HOMO and LUMO at 11.13 eV.

CARTESIAN COORDINATES (ANGSTROEM)
O 0.11 0.13 2.06
C 1.20 -0.37 1.89
C 1.49 -1.38 0.85
H 2.05 -0.05 2.52
H 0.81 -2.23 0.86
H 2.50 -1.79 0.86
H 1.32 -0.92 -0.12
H -1.64 -0.45 0.58
H -2.21 0.76 1.23
O -2.28 0.25 0.41
H -1.68 2.18 -1.75
H -0.75 1.44 -0.85
O -0.79 1.82 -1.74
H 0.71 -1.33 -3.14
H 0.01 -0.26 -2.32
O 0.88 -0.63 -2.49

***

No. 3
DFT (ωB97M-V with the def2-TZVPD basis set) results for one molecule with the formula H2O4S3 in a non-equilibrium geometry.

As for the LUMO energy: -0.7950 eV. The total energy is -40724.7616 eV. The calculation puts the gap between HOMO and LUMO at 7.87 eV.

CARTESIAN COORDINATES (ANGSTROEM)
O 1.05 2.63 -1.33
O 1.61 0.33 -1.25
O -0.95 -2.38 1.05
O -0.93 0.16 1.16
S -1.69 -1.10 1.68
S -1.06 1.13 -0.33
S 0.93 1.59 -0.35
H -0.56 -3.09 1.54
H 1.61 0.73 -2.17

***

No. 4
DFT (ωB97M-V with the def2-TZVPD basis set) results for an isolated ion of composition C3H7INO and charge +1 in a non-equilibrium geometry.

The charge is +1. As for the LUMO energy: -4.1371 eV. The total energy is -14853.2958 eV. The calculation puts the gap between HOMO and LUMO at 10.16 eV.

CARTESIAN COORDINATES (ANGSTROEM)
C 1.20 0.67 0.44
C 0.32 0.21 -1.39
C -0.36 0.65 0.03
N -1.12 -0.50 0.58
O 1.62 -0.02 -0.80
I -1.42 2.41 0.62
H 1.57 1.67 0.44
H 1.44 0.24 1.39
H 0.02 -0.71 -1.82
H 0.43 1.08 -2.04
H -2.02 -0.52 -0.08
H -1.38 -0.43 1.48
H -0.69 -1.36 0.54

***

No. 5
DFT (ωB97M-V with the def2-TZVPD basis set) results for C31H35N9O4Sr as an isolated structure in a non-equilibrium geometry.

The charge is +2. As for the LUMO energy: -6.3209 eV. The total energy is -55140.2460 eV. The calculation puts the gap between HOMO and LUMO at 7.48 eV.

CARTESIAN COORDINATES (ANGSTROEM)
Sr 0.08 0.59 -0.04
N 0.14 2.71 -1.55
C 1.54 2.91 -1.99
C 2.49 2.63 -0.83
N 2.43 1.22 -0.38
C 3.04 1.12 0.96
C 2.81 -0.23 1.63
N 1.40 -0.66 1.61
C 3.08 0.32 -1.35
C 2.28 -0.96 -1.62
N 0.90 -0.64 -2.06
H -0.13 3.49 -0.97
H -0.47 2.77 -2.36
H 1.74 2.24 -2.83
H 1.72 3.93 -2.34
H 3.51 2.91 -1.13
H 2.20 3.27 0.00
H 4.13 1.29 0.91
H 2.62 1.90 1.59
H 3.42 -0.99 1.13
H 3.19 -0.15 2.65
H 1.36 -1.66 1.39
H 1.00 -0.57 2.54
H 3.23 0.84 -2.29
H 4.08 0.03 -1.00
H 2.83 -1.52 -2.38
H 2.21 -1.58 -0.73
H 0.93 -0.19 -2.97
H 0.42 -1.53 -2.22
O -3.13 -6.95 -1.05
N -2.20 -7.39 -0.41
O -2.03 -8.55 -0.10
C -1.15 -6.43 -0.02
C 0.12 -6.89 -0.02
C 1.20 -6.00 0.25
C 2.52 -6.46 0.29
C 3.53 -5.58 0.56
C 3.19 -4.24 0.77
N 1.96 -3.77 0.74
C 0.95 -4.63 0.48
C -0.42 -4.15 0.51
N -0.68 -2.84 0.79
C -1.93 -2.47 0.97
C -3.02 -3.33 0.86
C -2.80 -4.63 0.50
C -1.48 -5.07 0.31
H 0.32 -7.93 -0.23
H 2.72 -7.52 0.13
H 4.57 -5.90 0.61
H 3.98 -3.53 0.98
H -2.09 -1.43 1.24
H -4.03 -2.97 1.04
H -3.63 -5.31 0.39
O -6.24 -2.92 -3.42
C -6.54 -1.79 -2.75
O -7.66 -1.36 -2.74
C -5.43 -1.09 -2.02
C -4.10 -1.12 -2.43
C -3.15 -0.39 -1.74
C -3.50 0.38 -0.64
C -4.83 0.39 -0.22
C -5.79 -0.33 -0.91
N -2.48 1.09 0.04
C -2.74 2.18 0.63
C -1.79 2.90 1.49
C -2.18 4.10 2.07
C -1.33 4.74 2.96
C -0.12 4.13 3.26
C 0.19 2.93 2.64
N -0.60 2.33 1.75
H -5.33 -3.22 -3.28
H -3.81 -1.68 -3.31
H -2.11 -0.39 -2.08
H -5.13 0.93 0.67
H -6.82 -0.31 -0.61
H -3.73 2.65 0.56
H -3.15 4.52 1.84
H -1.62 5.67 3.42
H 0.56 4.57 3.97
H 1.12 2.43 2.88

***

No. 6
DFT (ωB97M-V with the def2-TZVPD basis set) results for one molecule with the formula C3H7N3O2 in a non-equilibrium geometry.

As for the LUMO energy: 0.7252 eV. The total energy is -11782.9293 eV. The calculation puts the gap between HOMO and LUMO at 10.05 eV.

CARTESIAN COORDINATES (ANGSTROEM)
C -1.05 1.59 -0.19
C 1.35 -0.48 -0.51
C -1.61 -0.69 0.68
H -0.18 2.39 -0.12
H -2.08 1.95 0.29
H -1.60 1.38 -1.15
H 1.66 -1.00 -1.29
H 4.12 -0.37 1.00
H -1.98 -0.34 1.71
H -1.41 -1.89 -0.74
N -0.59 0.26 0.33
N 2.05 -0.11 0.52
N -2.11 -1.75 -0.01
O 0.03 -0.48 -0.62
O 3.40 -0.45 0.10

***

No. 7
DFT (ωB97M-V with the def2-TZVPD basis set) results for a 5-piece molecular cluster, C18H47BF4O16P4 overall in a non-equilibrium geometry.

As for the LUMO energy: -2.3488 eV. The total energy is -100884.0963 eV. The calculation puts the gap between HOMO and LUMO at 7.21 eV.

CARTESIAN COORDINATES (ANGSTROEM)
C -3.25 -4.24 3.15
C -3.03 -4.04 1.61
F -3.75 -2.92 1.22
C -1.50 -3.87 1.38
B -1.14 -2.89 0.17
C 0.36 -2.82 -0.37
C 1.16 -1.57 0.09
C 0.42 -0.25 -0.04
F 1.36 0.73 -0.14
F -0.28 0.05 1.06
F -0.33 -0.13 -1.14
H -3.95 -5.07 3.30
H -2.30 -4.48 3.63
H -3.66 -3.33 3.61
H -3.37 -4.95 1.10
H -1.09 -4.85 1.09
H -1.01 -3.46 2.28
H -1.98 -2.22 -0.32
H 0.44 -2.93 -1.46
H 0.89 -3.69 0.06
H 2.06 -1.48 -0.55
H 1.55 -1.64 1.11
C -0.29 -2.48 7.04
O 0.35 -3.55 7.75
P 1.16 -4.70 6.80
O -0.11 -5.28 6.21
O 1.63 -5.45 8.17
C 0.64 -5.86 9.11
O 2.19 -5.67 5.89
C 2.19 -7.06 6.16
H -0.52 -1.69 7.75
H 0.36 -2.08 6.26
H -1.22 -2.84 6.59
H -0.33 -6.01 8.64
H 0.55 -5.10 9.90
H 0.97 -6.79 9.56
H 1.18 -7.44 6.32
H 2.81 -7.28 7.03
H 2.62 -7.55 5.29
C -2.06 4.91 -6.78
O -1.06 4.91 -5.76
P -0.78 3.42 -4.99
O -2.11 3.40 -4.27
O 0.39 4.14 -4.12
C 0.07 5.31 -3.36
O -0.30 1.91 -4.38
C -0.06 1.81 -2.98
H -1.94 5.82 -7.37
H -1.96 4.05 -7.44
H -3.05 4.91 -6.33
H -0.99 5.34 -3.10
H 0.33 6.20 -3.92
H 0.66 5.28 -2.44
H -0.80 2.36 -2.40
H 0.95 2.17 -2.75
H -0.11 0.76 -2.71
C 4.81 -1.57 -7.17
O 4.16 -0.38 -6.69
P 5.08 0.60 -5.67
O 5.13 -0.31 -4.48
O 3.87 1.68 -5.60
C 2.60 1.27 -5.09
O 6.20 1.73 -5.18
C 5.86 2.56 -4.07
H 4.23 -1.95 -8.01
H 5.82 -1.36 -7.50
H 4.82 -2.32 -6.38
H 2.69 0.42 -4.41
H 1.94 1.01 -5.92
H 2.16 2.10 -4.55
H 5.37 1.98 -3.29
H 5.23 3.38 -4.39
H 6.79 2.96 -3.68
C -3.10 1.84 -0.57
O -3.12 3.23 -0.21
P -2.88 3.56 1.42
O -4.17 3.01 1.96
O -2.95 5.16 1.11
C -4.13 5.70 0.54
O -2.08 3.82 2.86
C -2.58 4.83 3.72
H -2.99 1.77 -1.66
H -2.26 1.33 -0.10
H -4.04 1.36 -0.29
H -5.01 5.09 0.77
H -4.02 5.78 -0.55
H -4.28 6.69 0.95
H -3.67 4.81 3.76
H -2.23 5.81 3.40
H -2.19 4.63 4.72

***

No. 8
DFT (ωB97M-V with the def2-TZVPD basis set) results for C19H43O2P3Sn as an isolated structure in a non-equilibrium geometry.

The charge is +4. As for the LUMO energy (alpha / beta): -16.5512 / -16.5515 eV. The total energy is -58148.6679 eV. The calculation puts the gap between HOMO and LUMO (alpha / beta) at 3.28 / 3.28 eV.

CARTESIAN COORDINATES (ANGSTROEM)
Sn -0.41 -0.80 -0.16
P -2.64 -2.46 -0.69
P 0.71 -1.16 -2.58
P -1.61 0.16 2.11
H 3.98 7.30 -1.47
C 4.03 7.29 -0.37
C 5.09 6.77 0.27
H 5.94 6.34 -0.28
C -3.94 -1.45 -1.48
C -2.34 -3.81 -1.88
C -3.48 -3.27 0.72
C 2.32 -0.33 -2.67
C 1.03 -2.84 -3.18
C -0.30 -0.37 -3.90
C -0.53 1.30 3.04
C -2.26 -0.89 3.45
C -3.03 1.22 1.65
H 3.21 7.77 0.18
H 5.17 6.81 1.37
H -4.78 -2.10 -1.78
H -3.52 -0.96 -2.37
H -4.29 -0.69 -0.78
H -3.26 -4.38 -2.05
H -1.57 -4.48 -1.48
H -1.99 -3.40 -2.84
H -4.55 -3.01 0.71
H -3.03 -2.95 1.67
H -3.37 -4.36 0.62
H 2.85 -0.62 -3.59
H 2.93 -0.60 -1.80
H 2.19 0.77 -2.66
H 0.90 -2.89 -4.27
H 0.36 -3.57 -2.70
H 2.07 -3.11 -2.94
H 0.26 -0.28 -4.84
H -0.60 0.63 -3.56
H -1.21 -0.95 -4.08
H -0.97 1.46 4.04
H -0.43 2.25 2.51
H 0.48 0.86 3.15
H -2.25 -0.32 4.39
H -1.63 -1.78 3.57
H -3.29 -1.20 3.24
H -3.27 1.94 2.45
H -3.92 0.59 1.46
H -2.79 1.77 0.74
C 1.50 1.77 0.19
C 0.72 2.58 -0.67
C 0.95 3.95 -0.70
C 2.01 4.50 0.03
C 2.83 3.69 0.82
C 2.61 2.32 0.88
O 1.22 0.49 0.41
H -1.39 0.46 -0.96
H -0.07 2.11 -1.27
H 0.31 4.59 -1.31
H 2.22 5.57 -0.04
H 3.66 4.12 1.38
H 3.22 1.64 1.47
C 1.40 -4.32 2.53
C 0.37 -3.27 2.17
O 0.32 -3.06 0.73
H 1.25 -5.25 1.97
H 1.31 -4.57 3.60
H 2.41 -3.96 2.36
H -0.64 -3.53 2.51
H 0.61 -2.28 2.61
H 0.89 -3.74 0.31